This record from the Open Molecules 2025 dataset describes a structure of composition C15H13BF3N7RuS. The level of theory is ωB97M-V with the def2-TZVPD basis set.

Each line ends with the Löwdin spin population.
CARTESIAN COORDINATES (ANGSTROEM)
Ru1 -0.385185 0.769007 0.697591  0.22
C1 3.546529 0.401458 -0.547753  0.00
C2 2.523561 1.256070 -0.171825  0.00
N1 1.600209 0.563891 0.502041  0.00
N2 1.974252 -0.742045 0.528475  0.01
C3 3.148714 -0.849545 -0.095523  0.00
B1 1.094429 -1.835854 1.238040  0.00
N3 -0.281106 -2.037079 0.507299  0.01
C4 -0.763015 -3.091924 -0.151171  0.00
C5 -2.041221 -2.803623 -0.610244  0.00
C6 -2.278557 -1.501799 -0.201699  0.00
N4 -1.228029 -1.059410 0.496747  0.00
N5 0.753327 -1.264029 2.600476  0.00
C7 0.986941 -1.671016 3.857272  0.00
C8 0.464702 -0.726375 4.715815  0.00
C9 -0.078007 0.252356 3.882258  0.02
N6 0.104070 -0.084900 2.608856  0.02
H1 4.456170 0.654570 -1.061891  0.00
H2 2.401239 2.314236 -0.334255  0.00
H3 3.642960 -1.805289 -0.154681  0.00
H4 1.687052 -2.867005 1.292529  0.00
H5 -0.179799 -3.995008 -0.226244  0.00
H6 -2.707326 -3.454173 -1.147898  0.00
H7 -3.136383 -0.867511 -0.355303  0.00
H8 1.500497 -2.598034 4.048581  0.00
H9 0.472460 -0.738562 5.790842  0.00
H10 -0.585383 1.167281 4.141176  0.01
F1 -1.355527 4.289022 -0.925983  0.01
C10 -2.162891 3.466585 -1.618433  0.01
F2 -2.696525 4.169065 -2.619104  0.00
F3 -3.162728 3.111260 -0.790766  0.01
C11 -1.415919 2.259796 -2.112696  0.00
C12 -1.308580 1.972914 -3.464735  0.00
C13 -0.611653 0.843413 -3.880635  0.00
C14 -0.038613 0.023468 -2.928325  0.00
N7 -0.156047 0.323893 -1.631499  -0.03
C15 -0.805408 1.389108 -1.220403  0.01
S1 -1.199792 2.404180 1.653493  0.71
H11 -1.770241 2.626203 -4.192985  0.00
H12 -0.520753 0.607374 -4.931013  0.00
H13 0.511596 -0.871958 -3.186427  0.00

Forces on the atoms, in the same order (eV/Å):
Ru -0.35 0.53 -0.30
C -0.01 -0.04 0.01
C 0.01 -0.01 0.09
N -0.07 0.08 -0.22
N -0.14 0.04 -0.03
C 0.07 -0.04 0.04
B 0.00 -0.03 -0.01
N 0.01 0.20 -0.03
C -0.02 -0.09 0.04
C 0.04 -0.02 0.01
C 0.00 0.00 0.12
N 0.03 0.03 -0.19
N 0.06 0.03 0.14
C -0.05 0.02 -0.02
C -0.01 0.04 0.03
C -0.03 0.02 -0.03
N 0.15 -0.31 0.34
H 0.00 -0.01 0.00
H -0.01 0.00 0.00
H 0.00 0.00 -0.01
H 0.01 -0.01 -0.08
H 0.00 0.01 -0.01
H 0.01 0.00 0.00
H 0.01 0.00 -0.01
H 0.00 0.00 0.00
H 0.01 0.00 0.00
H 0.00 0.00 0.02
F 0.02 0.02 0.02
C -0.01 -0.03 0.00
F -0.01 0.02 -0.02
F -0.02 -0.01 0.01
C 0.05 0.01 0.04
C 0.00 -0.02 -0.02
C -0.02 0.03 -0.04
C 0.00 0.00 0.07
N 0.07 -0.09 -0.16
C 0.10 -0.20 0.20
S 0.10 -0.18 0.01
H 0.00 0.01 0.01
H 0.01 -0.01 0.00
H 0.00 0.00 -0.01

Results
Orbital gap (spin up / spin down)   7.59 / 7.07 eV
Energy above the lowest of the compared OMol25 structures with the same formula, charge and spin   2.943 eV
Net charge   +1
Energy   -48437.1698 eV
Highest occupied orbital energy (spin up / spin down)   -12.55 / -12.52 eV
Spin multiplicity   2

This record from the Open Molecules 2025 dataset describes an isolated molecule of C11H16N2 at a distorted geometry. The level of theory is ωB97M-V with the def2-TZVPD basis set.

Each line ends with the natural charge from an NBO analysis.
CARTESIAN COORDINATES (ANGSTROEM)
C1 3.188961 1.916105 0.273294  -0.67
C2 2.472285 0.586385 -0.060430  -0.02
C3 3.051786 -0.569054 0.161352  -0.26
C4 2.390504 -1.821201 0.104240  -0.15
C5 1.067546 -1.964478 -0.300970  -0.28
C6 0.514203 -0.756683 -0.557500  0.18
N1 -0.857888 -0.786712 -1.045436  -0.46
C7 -1.655854 -1.382916 0.060529  -0.22
C8 -1.881365 -0.547630 1.349703  -0.27
N2 -2.857253 0.594466 1.020250  -0.63
C9 -2.498350 1.323968 -0.308998  -0.26
C10 -1.860299 0.316052 -1.399313  -0.25
C11 1.131908 0.533655 -0.568944  -0.26
H1 3.107636 2.111370 1.544526  0.23
H2 4.324231 2.133097 -0.070484  0.24
H3 2.682901 3.076928 0.009452  0.23
H4 4.061283 -0.403699 0.507445  0.21
H5 3.072742 -2.661843 0.668509  0.22
H6 0.569948 -2.789381 -0.503289  0.22
H7 -2.877069 -1.509275 -0.261418  0.17
H8 -1.226008 -2.289596 0.309790  0.19
H9 -2.585243 -1.020726 2.199813  0.21
H10 -0.976999 -0.250263 1.915004  0.21
H11 -3.772788 0.232197 0.829441  0.34
H12 -3.543638 1.636054 -0.668331  0.22
H13 -1.660568 2.120344 -0.071874  0.20
H14 -1.142094 0.969561 -2.102744  0.19
H15 -2.574935 -0.116142 -2.078987  0.21
H16 0.334405 1.319414 -0.954637  0.23

Forces on the atoms, in the same order (eV/Å):
C 0.34 4.48 2.40
C -3.24 5.06 -2.19
C 1.36 -2.95 1.21
C 2.90 -1.81 2.18
C 4.43 3.56 1.35
C -2.19 4.59 -2.62
N -3.50 -0.47 2.48
C -3.78 0.29 0.01
C -3.12 0.60 1.12
N 2.59 1.19 -1.45
C 0.84 -1.67 1.24
C 4.35 3.17 -1.80
C -1.45 -0.79 0.44
H 0.65 -0.97 -3.56
H -2.62 -1.23 0.90
H 0.84 -3.88 0.08
H 0.33 -1.07 0.27
H -2.05 1.60 -2.08
H -1.99 -3.97 -0.43
H 3.53 -0.26 0.28
H 0.36 -2.08 0.55
H 1.94 -0.06 -2.04
H -0.37 0.40 -0.72
H -0.23 -0.68 0.27
H 2.05 0.35 0.15
H -2.22 -1.17 -0.52
H -2.05 -0.78 1.10
H -0.35 -0.42 0.14
H 2.64 -1.04 1.23

Results
Orbital gap   8.81 eV
SMILES   Cc1cccc(N2CCNCC2)c1
Energy above the lowest of the compared OMol25 structures with the same formula, charge and spin   6.245 eV
Energy   -14640.8099 eV
Highest occupied orbital energy   -7.92 eV

This record from the Open Molecules 2025 dataset describes a structure of composition H24O12Xe at a distorted geometry. The level of theory is ωB97M-V with the def2-TZVPD basis set.

Each line ends with the natural charge from an NBO analysis.
CARTESIAN COORDINATES (ANGSTROEM)
Xe1 -0.578042 0.471500 -0.319173  0.00
O1 -0.016592 -0.542740 -3.964803  -0.98
H1 0.636698 -0.799020 -3.313833  0.49
H2 0.442028 -0.605450 -4.802633  0.48
O2 1.672078 -1.464970 -2.050563  -0.94
H3 2.419748 -0.886450 -2.200643  0.49
H4 1.831898 -2.216650 -2.621233  0.49
O3 -3.095672 -0.836940 2.502177  -0.99
H5 -2.193362 -0.638400 2.752497  0.48
H6 -3.069552 -0.909740 1.548097  0.49
O4 -3.298182 -1.629000 -0.187273  -0.98
H7 -3.138732 -1.439490 -1.111873  0.50
H8 -3.474482 -2.569480 -0.161993  0.47
O5 -0.571382 -0.363830 3.415127  -0.98
H9 -0.646862 -0.032370 4.309927  0.48
H10 0.359838 -0.285490 3.207927  0.49
O6 1.913778 -0.305100 2.710727  -0.95
H11 2.405488 -0.738700 3.408187  0.49
H12 1.545838 -1.022490 2.194777  0.51
O7 0.932238 2.012490 -3.135473  -0.96
H13 1.856348 1.786610 -3.029513  0.46
H14 0.523448 1.207680 -3.453913  0.49
O8 1.003158 3.545140 -0.554083  -0.96
H15 0.947378 3.039670 -1.365023  0.48
H16 0.093388 3.658860 -0.279113  0.47
O9 1.764968 -2.112470 0.683337  -0.97
H17 1.630558 -3.060050 0.699327  0.48
H18 1.605188 -1.862740 -0.226793  0.50
O10 2.812228 2.072210 1.884997  -0.98
H19 2.487378 1.171910 1.897537  0.48
H20 2.111628 2.574360 1.468767  0.48
O11 -0.937642 2.388620 2.980407  -0.96
H21 -0.960162 1.433900 3.045447  0.48
H22 -1.386102 2.693550 3.769167  0.46
O12 -2.739972 -1.140990 -2.912743  -0.96
H23 -3.022232 -1.737160 -3.606383  0.48
H24 -1.866312 -0.856770 -3.181363  0.50

Forces on the atoms, in the same order (eV/Å):
Xe -0.10 0.00 0.15
O -0.46 0.30 -0.51
H 0.18 -0.33 0.81
H -0.11 0.00 -0.46
O -0.14 0.05 -0.19
H 0.49 0.29 0.22
H 0.17 -0.56 -0.07
O -0.50 0.03 0.36
H 0.31 -0.06 0.10
H -0.18 -0.11 -0.49
O -0.12 -0.14 0.42
H 0.14 0.26 -0.68
H -0.08 -0.20 0.18
O -1.05 -0.11 0.44
H -0.10 -0.10 0.40
H 0.87 0.35 -0.12
O 0.00 0.07 0.51
H 0.37 0.02 0.23
H 0.26 -0.72 -1.00
O 0.30 0.55 0.16
H 0.34 0.13 -0.01
H -0.53 -0.37 -0.17
O 0.34 0.25 0.39
H -0.14 -0.22 -0.45
H -0.24 0.06 0.15
O 0.11 -0.27 0.53
H -0.07 -0.26 0.13
H -0.13 0.28 -0.44
O 0.46 0.38 -0.14
H -0.07 -0.23 0.20
H -0.21 0.34 -0.26
O 0.10 0.64 -0.14
H -0.03 -0.52 -0.19
H -0.15 0.19 0.10
O -0.33 -0.07 0.17
H -0.16 -0.13 -0.14
H 0.49 0.21 -0.16

Results
Orbital gap   8.87 eV
Energy above the lowest of the compared OMol25 structures with the same formula, charge and spin   0.778 eV
Energy   -33922.4844 eV
Highest occupied orbital energy   -9.70 eV

This record from the Open Molecules 2025 dataset describes a structure of composition C2HHgO4 at a distorted geometry. The level of theory is ωB97M-V with the def2-TZVPD basis set.

Each line ends with the Löwdin spin population.
CARTESIAN COORDINATES (ANGSTROEM)
O1 -0.096770 -1.807676 0.434799  0.17
C1 -0.065226 -1.241184 -0.657355  0.02
O2 0.205071 0.007130 -0.834243  0.01
C2 -0.267643 1.602864 0.077334  0.01
O3 -0.493028 2.531043 -0.630130  0.01
O4 0.017118 1.322893 1.223888  0.12
Hg1 0.928056 -0.617292 1.984725  0.64
H1 -0.227579 -1.797778 -1.599018  0.01

Forces on the atoms, in the same order (eV/Å):
O -0.37 -1.32 0.47
C 0.43 2.58 -1.23
O -0.50 -1.07 -0.88
C 1.03 2.83 0.85
O -0.07 -2.87 0.22
O -0.96 0.27 -0.57
Hg 0.53 -0.28 0.76
H -0.09 -0.14 0.39

Results
Orbital gap (spin up / spin down)   9.43 / 8.16 eV
Energy above the lowest of the compared OMol25 structures with the same formula, charge and spin   0.000 eV
Energy   -14453.4183 eV
Highest occupied orbital energy (spin up / spin down)   -9.22 / -10.78 eV
Spin multiplicity   2

This record from the Open Molecules 2025 dataset describes a structure of composition C19H37B2Br2ClNO4S2V at a distorted geometry. The level of theory is ωB97M-V with the def2-TZVPD basis set.

Each line ends with the natural charge from an NBO analysis.
CARTESIAN COORDINATES (ANGSTROEM)
C1 5.919902 1.213117 2.065210  -0.60
C2 4.768653 0.523947 1.282911  -0.41
C3 4.891981 0.781517 -0.235146  -0.44
C4 3.647023 1.348295 -0.896467  -0.20
N1 2.462756 0.449200 -1.028350  -0.48
C5 1.417248 0.653108 -0.020439  -0.21
C6 0.567302 1.853250 -0.518443  -0.39
C7 -0.682798 2.124346 0.344100  -0.42
C8 -1.977378 2.218728 -0.487502  -0.47
B1 -3.218317 1.149412 -0.019569  0.36
C9 -4.511104 1.472497 -0.962169  -1.06
B2 -5.512676 0.293326 -1.256963  1.22
O1 -6.173983 0.297100 -2.498447  -0.93
O2 -5.817400 -0.746551 -0.399852  -0.93
C10 -2.586371 -0.304861 -0.136336  -0.20
Br1 -2.105524 -1.327927 1.430468  0.07
C11 -2.271760 -0.944180 -1.273933  -0.09
C12 -1.671904 -2.294546 -1.380847  -0.67
Br2 -2.552075 -0.121632 -2.951904  0.12
C13 -3.524197 1.511601 1.555655  -0.36
Cl1 -3.908197 3.275922 1.804105  -0.12
C14 -4.686526 0.700323 2.195777  -0.42
C15 -6.093942 1.289817 2.089996  -0.61
C16 2.808484 -0.874246 -1.272931  -0.07
S1 2.939308 -1.388204 -2.824119  0.01
S2 3.164765 -2.028903 0.038036  0.28
C17 2.240575 -3.572731 -0.245177  -0.52
C18 1.397417 -3.959903 0.998302  -0.41
C19 1.861444 -3.367725 2.330440  -0.61
H1 5.561427 1.413738 3.067512  0.21
H2 6.264478 2.112627 1.569574  0.20
H3 6.751375 0.521160 2.155573  0.20
H4 3.847315 0.913044 1.699064  0.19
H5 4.892634 -0.529645 1.479996  0.21
H6 5.303842 -0.068945 -0.765739  0.23
H7 5.648971 1.553564 -0.336895  0.23
H8 3.897579 1.704393 -1.892005  0.22
H9 3.322122 2.200748 -0.310402  0.20
H10 1.786540 0.947389 0.962360  0.20
H11 0.826565 -0.250369 0.067702  0.21
H12 1.254385 2.695349 -0.493670  0.20
H13 0.355190 1.672939 -1.569215  0.21
H14 -0.700263 1.377853 1.135326  0.21
H15 -0.546940 3.092990 0.813349  0.22
H16 -2.344577 3.237576 -0.480628  0.24
H17 -1.704911 2.034070 -1.523988  0.21
H18 -5.089620 2.316291 -0.586664  0.28
H19 -4.168315 1.813569 -1.935428  0.24
H20 -5.533929 -0.014413 -3.157712  0.49
H21 -5.523510 -1.580740 -0.791929  0.50
H22 -1.759722 -2.631821 -2.405469  0.23
H23 -2.211109 -3.011503 -0.777654  0.24
H24 -0.635337 -2.200297 -1.084581  0.23
H25 -2.664041 1.345939 2.189384  0.21
H26 -4.461534 0.667333 3.262245  0.20
H27 -4.686695 -0.335058 1.887982  0.22
H28 -6.286092 1.828045 1.168739  0.21
H29 -6.311026 1.957607 2.912201  0.21
H30 -6.794475 0.460999 2.106833  0.21
H31 1.665903 -3.543418 -1.160122  0.24
H32 2.986854 -4.349067 -0.370467  0.23
H33 1.421622 -5.036479 1.122887  0.21
H34 0.377951 -3.628925 0.859143  0.21
H35 2.920690 -3.511954 2.516428  0.21
H36 1.347174 -3.907509 3.123390  0.22
H37 1.576320 -2.333260 2.453747  0.22
O3 6.112874 -0.207272 -6.498272  -0.86
V1 6.125175 0.232210 -4.858572  1.75
O4 6.382404 0.817143 -3.280431  -0.90

Forces on the atoms, in the same order (eV/Å):
C -0.53 -0.75 -0.16
C 1.24 0.58 -0.13
C -0.11 0.29 0.60
C 0.02 0.06 -0.63
N 0.89 -0.85 1.77
C -0.47 1.11 -0.46
C 0.45 -0.83 0.16
C 0.02 0.37 -0.52
C 1.55 0.31 -0.31
B -0.91 0.19 1.48
C 0.33 -0.25 -0.40
B -0.37 0.25 -0.47
O 0.61 -0.69 -0.03
O 0.81 -0.09 0.27
C -0.21 0.37 -0.03
Br 0.08 0.36 -0.19
C -0.08 -0.37 -0.09
C -0.39 0.05 -0.78
Br 0.08 -0.11 -0.13
C -0.53 -0.25 -0.02
Cl 0.27 -0.05 -0.06
C 0.07 0.72 0.61
C -0.03 -0.54 -0.36
C -0.21 -0.77 -0.91
S 0.18 0.10 -0.37
S -0.63 0.84 0.20
C 0.26 -0.45 0.57
C 0.37 0.77 0.09
C -0.37 -0.57 0.25
H 0.19 0.30 0.25
H -0.01 0.29 0.13
H 0.29 0.07 -0.04
H -0.40 -0.25 -0.13
H -0.56 -0.30 0.20
H -0.09 -0.26 -0.18
H 0.09 0.18 -0.36
H 0.10 0.07 -0.13
H -0.20 0.19 0.00
H 0.27 -0.37 0.15
H -0.19 -0.18 0.05
H -0.15 0.40 -0.09
H -0.29 -0.01 -0.10
H -0.24 -0.11 0.16
H -0.04 0.05 0.46
H -0.56 0.05 0.32
H -0.34 -0.39 -0.21
H 0.11 0.20 0.34
H -0.20 0.15 -0.21
H -0.36 0.47 -0.17
H -0.63 0.03 0.09
H 0.36 -0.13 -0.19
H 0.13 -0.13 0.44
H 0.43 -0.42 0.11
H 0.30 0.09 0.04
H 0.07 -0.09 0.20
H 0.08 -0.11 -0.48
H 0.09 0.09 -0.15
H -0.02 0.18 0.13
H -0.27 -0.05 0.14
H -0.11 0.27 -0.23
H 0.27 -0.01 -0.22
H -0.16 -0.24 -0.35
H -0.42 -0.11 -0.16
H 0.24 0.17 -0.07
H -0.07 -0.08 0.13
H 0.21 0.36 -0.12
O 0.67 1.05 2.44
V -1.26 -0.72 0.18
O 0.26 -0.45 -2.34

Results
Orbital gap   1.62 eV
Energy   -231293.9041 eV
Highest occupied orbital energy   -7.50 eV

This record from the Open Molecules 2025 dataset describes a cluster of 4 separate species, CH10NO3 in total at a distorted geometry. The level of theory is ωB97M-V with the def2-TZVPD basis set.

Each line ends with the natural charge from an NBO analysis.
CARTESIAN COORDINATES (ANGSTROEM)
C1 0.376671 2.183140 -0.234004  0.12
N1 0.144064 0.883989 -0.457373  -0.59
H1 1.183569 2.460512 0.398565  0.23
H2 -0.425405 2.880052 -0.573342  0.23
H3 -0.544777 0.427875 -1.120076  0.48
H4 0.734997 0.124457 -0.013589  0.46
H5 1.350770 -0.933175 2.578755  0.48
H6 2.684940 -0.709680 1.960763  0.49
O1 1.771978 -0.435784 1.926905  -0.96
H7 -0.369237 -1.408131 1.161851  0.46
H8 -1.688959 -1.629497 1.057181  0.47
O2 -1.185970 -0.961299 0.726319  -0.93
H9 -0.966115 -0.732831 -3.033888  0.48
H10 -1.910613 -1.328019 -2.253817  0.49
O3 -1.155916 -0.821607 -2.124252  -0.93

Forces on the atoms, in the same order (eV/Å):
C -2.89 -4.21 -1.02
N 1.76 2.27 0.50
H 0.55 0.23 0.41
H 1.16 -0.41 -0.05
H -0.05 0.74 0.67
H -0.39 1.52 -0.37
H -1.09 -1.17 1.90
H 0.54 -0.10 -0.04
O 0.49 1.32 -1.99
H -0.96 1.79 -1.36
H -3.89 -2.76 1.04
O 4.70 0.67 0.60
H 1.24 0.70 -1.85
H -2.69 -1.68 0.83
O 1.53 1.09 0.72

Results
Orbital gap   10.84 eV
Energy above the lowest of the compared OMol25 structures with the same formula, charge and spin   1.037 eV
Net charge   +1
Energy   -8824.1259 eV
Highest occupied orbital energy   -15.55 eV